18
Properties=species:S:1:pos:R:3:forces:R:3:lowdin_charge:R:1 method="wB97M-V/def2-TZVPD" spin_multiplicity=1 orbital_gap_ev=10.51 smiles="CN1C(=O)OC[C@H]1C#N.O" lumo_ev=0.14
C 0.6679 -1.8144 0.8273 0.18 -0.03 0.33 -0.016
N 0.3851 -0.4690 0.3836 -0.59 0.37 -0.28 -0.068
C -0.1795 0.5309 1.1649 0.63 -0.37 1.77 -0.541
O -0.4562 0.4944 2.3446 0.10 -0.40 -1.49 0.127
O -0.2749 1.6521 0.4327 -0.01 0.51 -0.53 0.051
C 0.0917 1.4026 -0.9234 -0.09 -0.01 0.02 -0.080
C 0.8428 0.0539 -0.8824 -0.03 -0.21 -0.11 -0.241
C 2.3224 0.1894 -0.9565 0.64 0.14 0.12 -0.143
N 3.4709 0.2972 -1.0036 -0.90 -0.11 0.01 0.166
H -0.0032 -2.0525 1.6589 0.13 0.06 -0.21 0.101
H 0.5084 -2.5218 0.0020 0.00 0.19 0.23 0.096
H 1.7028 -1.9009 1.1865 -0.18 -0.06 -0.12 0.098
H 0.6944 2.2381 -1.2886 -0.11 -0.22 0.08 0.139
H -0.8226 1.3033 -1.5213 0.20 0.05 0.06 0.129
H 0.5356 -0.5951 -1.7159 0.10 0.16 0.17 0.157
O -3.3222 0.4217 0.4596 1.22 -1.17 -0.47 -0.058
H -2.6168 -0.2023 0.1254 -1.27 1.04 0.56 0.053
H -3.5466 0.9723 -0.2936 -0.02 0.07 -0.13 0.029

***

4
Properties=species:S:1:pos:R:3:forces:R:3:lowdin_charge:R:1 method="wB97M-V/def2-TZVPD" spin_multiplicity=1 orbital_gap_ev=9.51 lumo_ev=-0.68
O -0.4935 -0.4546 0.2844 -1.43 -1.85 0.36 -0.196
O 0.6542 0.2968 0.3974 1.38 0.20 -5.06 -0.213
H -1.3681 0.0128 0.3478 1.69 0.85 -0.10 0.108
H 1.2074 0.1450 -1.0296 -1.65 0.80 4.79 0.301